C34H59BrNP3Ti | the ωB97M-V functional and the def2-TZVPD basis

## Properties
- charge = +2
- energy relative to the best compared isomer or geometry (same formula, charge and spin) (kcal per mole) = 87.0
- E_LUMO (spin up / spin down) (eV) = -5.3 / -7.9
- HOMO energy (spin up / spin down) (hartree) = -0.45183 / -0.46913
- electronic energy (a.u.) = -5832.466067
- multiplicity = 3
- <S²> = 2.01

Last column: Mulliken charge in e.
Geometry (Å):
C (-0.535, 4.102, -3.645)  -0.4389
C (-0.811, 2.932, -4.372)  0.6955
C (-1.066, 3.030, -5.745)  -0.3850
C (-0.848, 4.271, -6.359)  -0.3883
N (-0.503, 5.374, -5.689)  -0.5584
C (-0.340, 5.293, -4.366)  -0.3869
C (-0.794, 1.641, -3.713)  0.1019
C (-0.907, 1.198, -2.407)  0.3456
C (-1.512, 1.343, -1.140)  0.0022
C (-0.694, 0.995, -0.037)  -0.7597
C (-1.224, 0.096, 0.868)  -0.9488
C (-2.619, -0.108, 0.888)  -0.3571
C (-3.466, 0.652, 0.064)  -1.0291
C (-2.911, 1.359, -0.997)  -0.2283
Ti (-0.277, -0.162, -3.549)  -1.7175
P (2.446, -1.271, -0.100)  1.0148
H (-1.387, 2.156, -6.313)  0.3703
H (-0.436, 4.087, -2.556)  0.3771
H (-0.988, 4.355, -7.436)  0.3698
H (-0.074, 6.204, -3.823)  0.3555
H (-3.511, 1.863, -1.744)  0.5827
H (0.361, 1.247, -0.015)  0.9251
H (-4.543, 0.656, 0.236)  0.5200
H (-0.606, -0.429, 1.597)  1.4744
C (2.532, -2.952, 0.661)  -0.5887
C (3.370, -4.060, 0.035)  -1.3792
H (1.484, -3.289, 0.721)  0.4634
H (2.864, -2.779, 1.696)  0.3901
H (3.415, -4.900, 0.741)  0.4511
H (2.929, -4.452, -0.889)  0.2010
H (4.398, -3.751, -0.177)  0.2661
C (2.888, -1.446, -1.900)  -1.3704
C (2.022, -0.517, -2.793)  -0.5619
H (2.753, -2.491, -2.193)  0.4824
H (3.950, -1.194, -1.995)  0.6287
H (1.924, -0.953, -3.813)  0.6279
H (1.042, -0.414, -2.205)  -0.2805
H (2.499, 0.466, -2.904)  0.4480
C (3.952, -0.467, 0.589)  -0.1834
C (5.270, -1.232, 0.538)  -1.3766
H (3.703, -0.217, 1.632)  -0.2140
H (4.053, 0.485, 0.046)  0.4732
H (6.066, -0.576, 0.913)  0.4286
H (5.258, -2.127, 1.169)  0.2983
H (5.553, -1.529, -0.478)  0.3032
Br (-3.316, -1.279, 2.150)  -0.0319
P (-1.611, -1.733, -2.581)  1.5491
C (-0.345, -2.938, -1.898)  0.6886
C (-0.467, -4.416, -2.279)  -1.4811
H (-0.404, -2.863, -0.797)  0.1442
H (0.670, -2.583, -2.149)  -0.5914
H (0.540, -4.858, -2.389)  0.3608
H (-0.978, -4.982, -1.481)  0.3718
H (-1.000, -4.567, -3.228)  0.2845
C (-3.140, -2.137, -1.706)  0.0124
C (-3.898, -3.367, -2.210)  -1.6047
H (-3.802, -1.263, -1.729)  0.4905
H (-2.863, -2.269, -0.655)  0.1851
H (-4.382, -3.841, -1.350)  0.3804
H (-4.711, -3.118, -2.906)  0.3371
H (-3.243, -4.115, -2.672)  0.3474
C (-2.298, -1.536, -4.338)  -0.4864
C (-2.797, -2.705, -5.208)  -1.3931
H (-1.509, -0.969, -4.947)  0.3475
H (-3.183, -0.887, -4.233)  0.5601
H (-3.217, -2.257, -6.122)  0.4145
H (-1.969, -3.365, -5.475)  0.3200
H (-3.621, -3.267, -4.760)  0.2910
C (1.977, -0.711, 4.194)  -1.5670
C (0.902, 0.175, 4.853)  0.5002
C (1.535, 1.035, 5.954)  -1.6355
P (-0.089, 1.064, 3.559)  0.8446
C (-1.772, 1.413, 4.246)  0.6335
C (-1.788, 1.680, 5.748)  -1.6023
C (-2.564, 2.449, 3.425)  -1.1529
C (0.686, 2.678, 3.153)  0.8497
C (0.544, 3.766, 4.228)  -1.4848
C (2.158, 2.510, 2.727)  -1.5014
H (1.565, -1.311, 3.371)  0.3561
H (2.811, -0.108, 3.804)  0.2105
H (2.389, -1.403, 4.945)  0.4804
H (0.158, -0.493, 5.327)  0.6831
H (2.339, 1.679, 5.566)  0.2730
H (0.802, 1.650, 6.494)  0.3273
H (1.989, 0.355, 6.694)  0.4797
H (-2.273, 0.445, 4.050)  -0.0157
H (-1.288, 2.620, 6.013)  0.2471
H (-2.835, 1.748, 6.067)  0.4912
H (-1.327, 0.849, 6.290)  0.4224
H (-2.656, 2.148, 2.381)  0.1597
H (-3.584, 2.514, 3.832)  0.4954
H (-2.114, 3.450, 3.443)  0.2202
H (0.115, 2.995, 2.258)  0.4206
H (0.992, 3.451, 5.184)  0.2231
H (1.091, 4.656, 3.873)  0.4752
H (-0.500, 4.059, 4.398)  0.3124
H (2.275, 1.758, 1.929)  0.1900
H (2.521, 3.477, 2.342)  0.5222
H (2.802, 2.229, 3.577)  0.2014

Atomic forces in eV per Å
0.3 0.4 -0.6
-0.5 0.5 0.1
0.6 0.5 0.1
-0.5 -0.4 0.3
0.3 -0.2 0.0
-0.5 -0.6 0.4
-0.2 1.2 2.6
-0.7 2.6 -3.3
0.1 0.1 1.3
-0.4 -0.7 -0.1
-0.8 0.5 0.4
0.2 1.1 -0.5
0.1 -0.2 0.5
0.7 -0.2 0.3
1.9 -1.4 -1.7
-0.2 0.4 0.4
0.2 0.3 0.1
0.1 -0.1 -0.4
0.0 0.2 0.2
-0.1 -0.2 -0.4
-0.1 -0.2 0.0
0.0 -0.3 -0.3
0.3 -0.2 -0.1
0.0 0.0 -0.3
-0.3 -0.1 -0.1
0.2 -0.3 0.1
0.3 0.0 0.2
-0.1 0.0 -0.2
0.0 0.1 -0.2
0.1 0.1 0.1
-0.2 0.0 0.0
0.1 -0.1 0.0
0.3 -0.1 0.4
0.2 0.1 0.0
-0.2 -0.2 -0.3
0.0 0.1 0.3
0.9 0.1 -0.2
-0.4 -0.2 0.0
0.0 0.0 -0.1
0.3 0.1 0.1
0.1 0.0 -0.3
0.0 -0.1 0.2
-0.1 -0.2 -0.1
0.0 0.2 -0.1
-0.1 0.0 0.2
-0.4 -0.5 0.4
-1.5 -0.5 1.7
0.0 -0.7 -0.9
0.2 -0.7 0.0
-0.3 0.6 -0.4
-0.6 0.0 0.0
-0.5 0.1 0.0
0.1 0.2 -0.5
0.2 0.0 0.3
-0.4 0.2 0.4
-0.3 -0.5 0.2
0.3 -0.1 0.0
0.0 0.0 -0.1
0.1 0.0 -0.2
0.4 0.0 0.1
-0.2 0.1 0.1
0.6 -1.1 -0.3
0.3 0.3 -0.6
-1.0 -0.3 -0.1
0.7 0.3 0.5
0.3 -0.3 0.1
-0.3 -0.1 -0.1
0.4 0.2 0.1
0.1 -0.2 -0.1
-0.1 -0.8 -0.2
0.0 0.3 0.2
0.1 1.6 1.9
-0.5 -0.7 -1.0
0.2 0.0 0.2
0.1 0.1 0.0
0.2 0.0 -1.0
0.0 0.0 0.4
0.1 0.1 -0.1
0.1 0.1 0.2
-0.3 -0.2 0.1
-0.1 0.2 -0.2
0.2 0.2 -0.3
-0.3 -0.2 0.2
0.3 -0.2 -0.2
-0.2 0.2 -0.3
0.1 0.3 0.3
-0.2 -0.3 0.0
0.2 0.0 -0.1
-0.1 0.2 0.1
0.0 0.0 0.0
0.3 0.0 -0.1
-0.2 -0.3 0.1
0.2 0.0 0.3
-0.2 0.3 -0.4
-0.2 -0.3 0.1
0.4 -0.1 0.0
0.0 0.2 0.2
-0.1 -0.4 0.1
-0.3 0.1 -0.4



C34H59CaClN2O2Si | the ωB97M-V functional and the def2-TZVPD basis

## Properties
- energy relative to the best compared isomer or geometry (same formula, charge and spin) (kcal per mole) = 0.0
- E_LUMO (eV) = 0.7
- HOMO energy (hartree) = -0.25856
- electronic energy (a.u.) = -3018.235612
- multiplicity = 1

Last column: Mulliken charge in e.
Geometry (Å):
O (1.843, -2.283, -1.543)  -0.0938
O (0.877, -0.363, -3.148)  -0.2420
C (2.958, -2.108, -0.679)  0.2494
C (3.143, -3.169, 0.387)  -1.4635
H (2.872, -1.099, -0.239)  0.0253
H (3.818, -2.077, -1.361)  0.2143
H (2.546, -2.949, 1.277)  0.1960
H (4.191, -3.149, 0.704)  0.4643
H (2.894, -4.173, 0.016)  0.3176
C (0.630, -2.829, -0.999)  1.4387
C (0.168, -3.950, -1.899)  -1.4968
H (-0.099, -1.999, -0.994)  -0.6920
H (0.753, -3.184, 0.045)  -0.1366
H (-0.169, -3.533, -2.856)  0.1849
H (-0.653, -4.482, -1.416)  0.4440
H (0.999, -4.651, -2.058)  0.2766
C (-0.302, 0.168, -3.784)  0.3571
C (1.932, -0.840, -4.007)  -0.0524
C (-1.469, -0.779, -3.640)  -0.9833
H (-0.112, 0.402, -4.846)  0.4137
H (-0.522, 1.117, -3.279)  -0.5126
H (-1.280, -1.716, -4.179)  0.3771
H (-2.377, -0.326, -4.053)  0.4090
H (-1.658, -1.010, -2.584)  -0.1035
C (1.460, -1.871, -4.993)  -1.3020
H (2.653, -1.290, -3.317)  -0.0821
H (2.416, 0.022, -4.498)  0.3393
H (1.003, -2.709, -4.456)  0.1981
H (2.322, -2.249, -5.550)  0.4368
H (0.751, -1.441, -5.707)  0.3377
H (1.215, 0.099, -1.459)  -1.2927
N (-0.893, -0.558, 2.967)  1.6721
C (-1.698, -0.048, 3.909)  0.6078
C (-2.523, 1.084, 3.748)  -2.0772
C (-2.816, 1.801, 2.572)  0.9192
C (-1.814, -0.737, 5.253)  -1.7947
H (-0.865, -1.194, 5.565)  0.2830
H (-2.597, -1.513, 5.229)  0.2270
H (-2.102, 0.008, 6.005)  0.5160
C (-4.022, 2.704, 2.578)  -1.5442
H (-4.767, 2.389, 1.834)  0.2450
H (-3.734, 3.745, 2.375)  0.2677
H (-4.491, 2.664, 3.567)  0.4889
N (-2.020, 1.759, 1.508)  0.9293
C (-0.555, -1.944, 2.982)  -1.5478
C (0.733, -2.361, 3.395)  1.4695
C (1.752, -1.374, 3.869)  -1.3681
C (1.050, -3.719, 3.369)  -0.4658
H (2.051, -4.024, 3.686)  0.3627
C (0.111, -4.668, 2.968)  -0.8763
H (0.370, -5.728, 2.965)  0.3983
C (-1.166, -4.261, 2.587)  -0.9382
H (-1.921, -4.990, 2.282)  0.4137
C (-1.514, -2.913, 2.593)  1.3168
C (-2.911, -2.510, 2.235)  -1.5415
C (-2.260, 2.325, 0.229)  -0.9655
C (-1.599, 3.529, -0.136)  2.2023
C (-0.774, 4.306, 0.854)  -1.5478
C (-1.643, 3.948, -1.463)  -0.5560
H (-1.108, 4.858, -1.747)  0.3834
C (-2.338, 3.203, -2.418)  -0.9298
H (-2.340, 3.527, -3.459)  0.3627
C (-3.036, 2.054, -2.047)  -0.7883
H (-3.607, 1.488, -2.790)  0.4872
C (-3.006, 1.600, -0.734)  0.8759
C (-3.683, 0.318, -0.364)  -1.1345
Ca (0.195, 1.196, 1.648)  0.6381
H (2.441, -1.081, 3.059)  0.0988
H (2.376, -1.823, 4.656)  0.5027
H (1.296, -0.466, 4.278)  0.2752
H (-2.945, -1.585, 1.648)  -0.0299
H (-3.549, -2.368, 3.122)  0.2730
H (-3.386, -3.297, 1.635)  0.4756
H (-0.802, 5.373, 0.589)  0.5230
H (0.296, 4.016, 0.827)  0.0236
H (-1.135, 4.220, 1.890)  0.2108
H (-4.180, 0.374, 0.611)  0.4049
H (-2.976, -0.526, -0.345)  -0.0061
H (-4.448, 0.069, -1.112)  0.4714
H (-3.068, 1.390, 4.637)  0.2785
C (1.192, 1.059, -0.807)  3.4186
Si (2.275, 2.353, -1.717)  0.2280
H (0.137, 1.397, -0.747)  -1.3116
H (1.677, 0.775, 0.151)  -0.0129
C (3.895, 1.474, -2.072)  -0.9983
C (2.678, 3.924, -0.769)  -0.9963
C (1.489, 3.042, -3.281)  -0.9456
H (1.952, 4.014, -3.511)  0.4865
H (0.411, 3.224, -3.173)  0.1645
H (1.641, 2.391, -4.153)  0.2606
H (4.470, 1.367, -1.143)  0.3059
H (4.497, 2.063, -2.777)  0.3992
H (3.754, 0.473, -2.496)  0.1527
H (2.934, 3.744, 0.277)  0.1773
H (1.853, 4.647, -0.811)  0.2918
H (3.551, 4.384, -1.258)  0.3608
Cl (1.665, 2.426, 3.654)  -0.1745
C (2.511, 1.818, 2.262)  -1.2718
H (3.111, 2.619, 1.816)  0.3693
H (3.128, 0.967, 2.558)  0.3771

Atomic forces in eV per Å
-0.2 -0.9 0.5
-0.3 -0.2 -1.5
-0.2 0.5 -0.3
0.2 0.1 0.3
0.2 -0.3 0.2
-0.1 -0.1 0.2
0.0 -0.2 -0.2
-0.1 -0.1 0.0
0.1 0.2 0.1
0.4 0.6 0.3
0.0 0.0 0.1
0.0 -0.3 0.1
0.0 0.2 -0.5
0.1 -0.3 0.2
-0.1 0.0 -0.2
-0.3 0.2 -0.1
0.6 0.2 0.1
-0.2 0.5 0.5
-0.2 -0.3 -0.1
0.0 -0.1 0.3
0.0 -0.2 -0.1
-0.1 0.2 0.2
0.1 0.0 0.0
0.1 0.0 -0.2
0.1 -0.2 -0.2
-0.2 0.2 -0.2
-0.2 -0.2 0.0
0.0 0.1 -0.2
-0.1 0.0 0.0
0.0 -0.2 0.0
-0.2 1.8 1.2
-0.5 0.4 -0.1
0.4 -0.6 -0.6
0.1 0.2 0.1
0.7 0.3 -0.8
-0.1 0.0 0.2
-0.3 0.0 -0.2
0.3 0.2 0.0
0.0 -0.3 -0.1
-0.2 0.0 0.3
0.2 0.1 0.1
-0.1 -0.3 -0.1
0.0 0.1 -0.3
-0.4 0.0 0.1
0.2 -0.2 0.7
-0.6 -0.1 -0.3
0.4 0.1 0.2
-0.2 -0.1 -0.1
-0.3 0.0 -0.1
0.1 -0.1 0.0
-0.1 0.3 0.0
0.2 0.1 0.0
0.3 0.1 0.1
0.4 0.4 0.2
-0.5 0.0 -0.3
-0.4 0.3 0.0
-0.2 -0.7 0.1
0.1 0.4 0.3
-0.2 -0.3 -0.2
-0.2 -0.3 0.0
0.0 0.2 0.0
0.0 0.0 0.2
0.1 0.2 -0.1
0.2 0.2 0.2
0.4 0.4 0.2
-0.4 -0.4 -0.1
0.0 -0.4 1.0
-0.2 0.0 0.2
-0.1 0.1 -0.2
0.1 -0.1 -0.1
0.1 -0.1 0.3
0.2 0.1 -0.2
0.1 0.1 0.1
0.1 -0.3 0.1
-0.4 0.0 0.1
0.1 -0.1 -0.3
0.2 -0.1 -0.1
-0.1 0.3 0.1
0.1 0.1 0.1
0.0 -0.1 -0.2
0.3 -1.2 -0.9
-0.1 -0.2 0.2
0.3 -0.2 0.0
0.0 0.5 -0.6
0.1 0.0 -0.1
0.0 0.0 0.2
-0.1 -0.2 -0.4
0.0 -0.2 0.1
0.2 -0.1 0.0
-0.1 0.1 0.1
-0.1 0.0 -0.1
0.0 -0.1 0.1
0.0 0.2 0.1
0.0 0.1 -0.1
0.1 -0.1 0.0
-0.2 -0.1 0.1
-0.9 0.7 1.5
0.6 -0.8 -1.9
0.0 -0.3 0.4
0.2 0.3 0.2